Entry 1:
{"formula": "C31H50BrN8OReSi4", "method": "the ωB97M-V functional and the def2-TZVPD basis", "e_homo_ev": [-10.7, -10.7], "energy_ev": -150604.781, "relative_energy_ev": 2.201, "total_charge": 1, "max_force_ev_per_a": 2.8, "multiplicity": 2, "species": ["H", "C", "C", "C", "Si", "C", "H", "C", "N", "H", "H", "H", "C", "H", "H", "N", "H", "C", "C", "Re", "H", "C", "H", "H", "H", "H", "H", "H", "H", "N", "H", "Si", "H", "H", "H", "H", "C", "N", "C", "H", "Br", "H", "H", "N", "C", "C", "C", "H", "H", "C", "H", "C", "H", "O", "H", "C", "H", "C", "H", "C", "C", "H", "C", "H", "C", "Si", "H", "H", "C", "N", "H", "C", "H", "C", "H", "Si", "H", "H", "C", "H", "H", "N", "H", "H", "H", "H", "C", "C", "H", "N", "H", "C", "C", "H", "C", "H"], "coordinates": [[-1.77104, 2.45616, -0.28009], [-1.18301, -0.88818, -3.97181], [-3.42818, 0.32489, 2.85023], [-0.80878, -0.26237, 3.48170], [-4.01799, 0.95444, -0.31544], [2.18484, 3.30502, 3.16628], [-2.31070, 0.10247, -5.47643], [-3.64023, 0.77081, -2.14255], [-2.55578, 0.55169, 0.55004], [0.19392, 4.07397, 3.52295], [1.04288, 0.05334, 4.51380], [4.38394, -2.65827, 0.30687], [0.60590, -0.64078, 3.79337], [1.19702, -0.64745, 2.88593], [4.59205, -0.53033, -2.44380], [-1.15203, -0.03633, 2.19319], [-1.62917, -1.85867, -4.16487], [3.65509, -0.39615, -2.99053], [2.88843, 2.32886, 2.48528], [-0.26045, 0.10538, 0.26199], [-1.44289, -0.35834, 5.50446], [-0.68129, 1.32451, -4.78581], [0.10605, -1.69049, -2.42320], [2.80500, -1.91600, 2.67799], [1.73371, 2.53063, -0.99598], [4.87398, 1.22535, -0.37121], [3.86115, 0.30000, -3.81030], [-6.26509, 0.02786, -0.67047], [-3.85263, 3.44356, -0.57050], [-1.11232, -3.24608, 3.13667], [2.64165, 2.69434, -2.50405], [1.97399, -2.56240, -0.42321], [-5.93369, 0.10265, 1.05448], [2.68634, 3.99854, 3.82970], [-4.35722, 3.01582, 1.07564], [-5.50481, 2.92697, -0.26348], [-1.48309, 0.18041, -4.78275], [0.89918, 1.52591, 1.45188], [-1.74675, -0.18627, 4.48111], [-0.41429, 3.33597, -0.07869], [-1.62816, 3.72532, -3.56190], [-4.44395, 0.55820, 2.56240], [-0.86136, 2.48944, 1.98509], [-4.89646, -3.97827, 1.13136], [3.54397, -1.15215, 2.44262], [1.28539, -3.33568, 1.14964], [2.57702, 2.13509, -1.56604], [0.66061, -2.64342, 1.71223], [5.27569, -0.47971, -0.21427], [-5.49005, -0.13357, 0.08462], [-0.91189, 2.14985, -5.44904], [-4.46254, 2.75011, 0.01933], [3.38055, -1.36001, -3.42955], [-1.09706, -1.62763, -0.25905], [-4.58207, 0.83902, -2.69586], [1.84674, -0.65308, -0.32184], [0.66079, 2.42842, -3.63133], [-2.55231, -2.88311, 1.01168], [-5.24450, -1.19829, 0.08243], [1.18371, -3.52282, -1.84656], [0.80532, 3.35681, 2.99196], [-1.22109, 0.87277, -2.15085], [-2.43073, 0.28660, 1.85289], [2.09150, -3.67623, 1.80422], [-1.75969, -3.07327, 2.20416], [3.12449, -0.08697, 0.94191], [-3.19970, -0.20533, -2.37028], [4.26494, -2.58699, -1.45694], [-0.22301, -0.77989, -2.88965], [-0.39147, 0.32124, -1.92573], [-0.76835, 2.67211, -1.54496], [0.70320, 0.42044, -2.88530], [3.90784, -4.08961, -0.60343], [4.83781, 0.37591, 0.30991], [1.51127, -4.56100, -1.74052], [2.31468, 0.29358, -1.88702], [0.67441, -4.21212, 0.91501], [-2.99877, 1.57219, -2.53483], [0.57038, 1.40940, -4.01083], [1.49552, -3.19051, -2.84271], [0.09025, -3.53351, -1.80236], [-2.24521, -2.25126, -0.05426], [4.49300, -1.66466, 2.26564], [-3.82660, 0.13774, 4.93872], [3.66998, -0.52539, 3.33027], [3.96175, 2.23338, 2.61036], [3.80375, -3.00083, -0.55473], [-3.85619, -3.49843, 1.04359], [1.41501, 1.28215, -4.70420], [-0.78844, 2.51283, -0.53917], [0.61603, -1.63958, 4.23198], [2.23006, 1.43155, 1.64831], [0.20956, 2.46229, 2.13447], [3.48514, 2.34837, -1.00355], [-3.07825, 0.09773, 4.15710], [5.49382, 0.59932, 1.15644]], "atomic_forces_ev_per_a": [[0.0, 0.1, 0.0], [0.1, 0.8, -0.5], [-0.2, 0.0, 0.0], [0.2, -0.1, 0.1], [-0.4, 0.0, -0.3], [0.0, -0.1, -0.1], [0.1, 0.0, -0.1], [0.1, 0.0, 0.1], [1.5, -0.1, 0.0], [0.0, 0.0, -0.1], [0.0, 0.0, -0.1], [0.0, -0.1, -0.1], [-0.3, 0.1, 0.0], [0.0, 0.0, 0.1], [-0.1, 0.0, -0.1], [0.0, -0.3, 0.1], [-0.1, 0.1, 0.1], [0.0, 0.0, 0.0], [0.0, 0.2, 0.1], [-1.9, 1.6, -1.3], [0.0, -0.1, 0.0], [-0.4, 1.0, 0.4], [-0.1, 0.1, 0.0], [0.1, 0.1, 0.0], [0.0, 0.0, 0.0], [0.1, -0.1, 0.1], [0.0, 0.0, 0.0], [0.1, 0.0, 0.0], [0.0, 0.0, 0.0], [-0.3, -0.1, 0.0], [0.0, -0.1, 0.0], [0.2, -0.1, 0.2], [0.0, 0.0, -0.1], [0.0, 0.0, 0.0], [0.0, 0.0, 0.0], [0.1, 0.0, 0.0], [-0.3, -0.6, 0.2], [0.2, -0.3, 0.2], [-0.1, 0.1, 0.0], [0.2, 0.0, -0.1], [-0.1, -0.6, 0.0], [0.0, 0.0, 0.1], [0.0, -0.1, 0.0], [0.2, 0.1, -0.1], [-0.1, -0.3, -0.1], [0.1, 0.0, -0.1], [0.1, -0.1, 0.0], [0.2, -0.1, -0.1], [0.0, 0.0, 0.1], [0.1, 0.0, 0.2], [0.2, -0.3, -0.3], [0.0, 0.0, 0.0], [0.0, 0.1, 0.1], [1.2, -0.5, 0.8], [0.1, 0.0, 0.0], [-0.5, 0.1, 0.1], [0.1, 0.0, -0.1], [0.4, -0.1, 0.4], [0.0, 0.0, 0.0], [-0.1, 0.2, -0.1], [0.1, 0.0, 0.0], [0.1, -0.1, -0.2], [-0.4, 0.1, 0.2], [-0.1, 0.0, 0.0], [0.2, 0.2, 0.0], [0.0, -0.1, -0.1], [-0.1, 0.0, 0.1], [0.0, -0.1, 0.1], [0.4, -0.2, 0.2], [-0.6, -0.2, 0.0], [0.0, 0.4, -0.2], [0.2, -0.2, 0.0], [0.0, 0.1, 0.0], [0.0, 0.1, -0.1], [0.1, 0.1, 0.1], [-0.1, 0.1, 0.3], [0.0, 0.1, 0.0], [-0.1, -0.1, 0.0], [0.3, -0.2, 0.0], [0.0, -0.1, 0.1], [0.1, 0.0, 0.0], [-0.7, 0.7, -0.6], [0.0, 0.1, 0.0], [0.0, 0.0, 0.0], [0.0, 0.0, -0.1], [-0.1, 0.0, 0.0], [0.0, 0.0, 0.0], [-0.2, -0.1, -0.1], [-0.1, -0.1, 0.0], [0.1, -1.1, 0.8], [0.1, 0.0, 0.0], [0.2, 0.0, 0.1], [0.0, 0.1, 0.0], [-0.1, 0.1, -0.1], [0.1, 0.0, -0.1], [-0.1, 0.0, 0.0]]}



Entry 2:
{"formula": "C2H7O2", "method": "the ωB97M-V functional and the def2-TZVPD basis", "e_homo_ev": -2.7, "energy_ev": -6281.987, "relative_energy_ev": 0.705, "total_charge": -1, "max_force_ev_per_a": 3.2, "species": ["C", "O", "H", "H", "O", "H", "C", "H", "H", "H", "H"], "coordinates": [[-1.81561, -0.14200, 1.01741], [0.53007, -0.15337, 0.24073], [-2.32123, -0.00669, 2.01992], [-0.29278, 1.19175, 1.60534], [1.58554, 0.27421, -2.32252], [-2.19806, 0.44880, 0.19569], [-0.33501, 0.12107, 1.31734], [1.13732, -0.02313, -1.43164], [1.50743, -0.60966, -2.79064], [-0.01894, -0.55776, 2.25781], [-1.83491, -1.28440, 0.78939]], "atomic_forces_ev_per_a": [[0.6, -2.8, 1.6], [-1.1, 0.2, 1.1], [-0.2, 0.1, -1.2], [0.3, 0.0, 0.4], [-1.1, -2.8, 0.6], [-0.2, 0.1, 0.0], [2.0, -1.0, -1.1], [0.6, 1.3, -0.7], [0.3, 1.7, 0.5], [-0.8, 1.3, -1.3], [-0.4, 1.9, 0.0]]}



Entry 3:
{"formula": "C9H21Cl2O2P2Pr", "method": "the ωB97M-V functional and the def2-TZVPD basis", "e_homo_ev": [-16.3, -16.3], "energy_ev": -71445.886, "total_charge": 2, "max_force_ev_per_a": 5.2, "multiplicity": 3, "species": ["C", "O", "H", "C", "O", "C", "H", "H", "H", "H", "H", "H", "C", "H", "H", "P", "Cl", "C", "H", "C", "C", "H", "H", "H", "C", "H", "H", "C", "H", "Cl", "H", "Pr", "H", "H", "P", "H", "H"], "coordinates": [[1.37847, -3.14719, 0.75690], [-1.76374, 0.12989, -2.03186], [2.58538, 1.18568, -3.88204], [2.48254, 2.19156, -1.09797], [0.67134, -2.43304, 0.05955], [2.81701, -0.56138, -1.60880], [-2.64631, 2.29625, 2.67895], [1.11510, -4.94855, -0.33389], [3.70817, -0.26877, -2.18665], [-2.30962, -1.54452, 3.04482], [-4.36842, -0.08803, 1.65974], [3.35994, 2.24871, -1.75099], [1.55520, -4.62376, 0.61173], [-3.93921, 0.84811, 0.18783], [1.05839, -5.15135, 1.43378], [1.55825, 0.73549, -1.75740], [2.30040, -2.47805, 2.04989], [-2.40451, 1.26424, 2.97026], [2.62292, -4.85607, 0.60066], [1.54634, 1.10843, -3.53104], [-1.58478, -1.32219, 2.24855], [-1.56518, 1.27852, 3.67888], [1.90121, 3.13366, -1.16859], [-3.68333, -0.91700, 0.20963], [-3.66147, -0.00566, 0.82063], [-0.57250, -1.28588, 2.67568], [1.01747, 2.05486, -3.70682], [-1.09411, 0.65839, -1.24040], [3.08032, -0.71738, -0.55452], [-0.33902, 4.30528, 0.48669], [2.82868, 2.03864, -0.05463], [0.24044, 1.83315, 0.52634], [-3.28144, 0.78514, 3.42812], [1.02512, 0.30694, -4.07118], [-1.98720, 0.27548, 1.47716], [-1.58539, -2.11633, 1.49263], [2.40937, -1.50577, -1.99535]], "atomic_forces_ev_per_a": [[-1.6, 0.4, -1.8], [2.8, 1.9, 3.0], [-0.3, 0.0, 0.1], [0.1, 0.0, -0.2], [1.2, -0.8, 1.2], [0.0, -0.3, 0.1], [-0.1, -0.2, 0.2], [0.0, 0.1, 0.2], [-0.3, -0.1, 0.2], [0.2, 0.1, -0.3], [0.3, 0.0, -0.3], [0.1, 0.4, 0.4], [-0.1, 0.0, -0.5], [-0.2, -0.2, 0.2], [0.2, 0.1, 0.0], [1.2, -0.2, -0.4], [0.4, 0.6, 0.7], [0.2, 0.3, -0.2], [-0.1, -0.1, 0.2], [-0.5, 0.1, -0.1], [0.5, -0.3, -0.1], [-0.3, 0.0, 0.0], [0.4, -0.2, -0.1], [0.0, 0.2, 0.1], [0.0, 0.2, -0.6], [-0.3, -0.1, 0.0], [0.1, -0.2, -0.1], [-3.6, -1.7, -3.3], [0.0, 0.0, -0.2], [0.2, -1.1, -0.1], [0.2, 0.1, -0.3], [-0.2, 0.8, 0.1], [0.3, 0.3, 0.1], [0.2, 0.2, 0.1], [-1.1, -0.5, 1.5], [-0.1, 0.2, 0.2], [0.2, 0.3, 0.1]]}